Formula: C3H12O4
Source: the Open Molecules 2025 dataset
Level of theory: wB97M-V/def2-TZVPD

The geometry in XYZ format:
```
19
C3H12O4, DFT wB97M-V/def2-TZVPD
C -3.4769 -0.4111 0.4557
C -2.4874 0.7307 0.3427
C -1.1707 0.5614 0.5008
O -0.2797 0.9190 -0.4732
H -4.4058 -0.1086 0.9404
H -2.9648 -1.2674 0.8943
H -3.7242 -0.7388 -0.5553
H -2.8553 1.6011 -0.1938
H -0.7267 -0.0982 1.2485
H 0.6280 0.9191 -0.1262
O 1.9781 1.3937 1.1327
H 2.7943 1.0306 0.7571
H 2.1104 1.3609 2.0829
O 1.6522 -1.7438 -0.8069
H 0.8319 -1.2330 -0.7932
H 1.4534 -2.5682 -1.2588
O 3.4151 0.2342 -1.3202
H 2.9546 -0.6072 -1.1326
H 4.2735 0.0256 -1.6949
```

SMILES = C/C=C/O.O.O.O
ΔE to the lowest compared entry with this formula, charge and spin = 31.7 kcal per mole
total charge = 0

Formula: C5H9N2O2
Source: the Open Molecules 2025 dataset
Level of theory: wB97M-V/def2-TZVPD

The geometry in XYZ format:
```
18
C5H9N2O2, DFT wB97M-V/def2-TZVPD
C 1.4529 -0.6481 1.6259
C 1.2971 0.8463 0.1174
C -0.1091 -0.6187 -1.3373
C -1.1524 1.0131 0.0999
C 0.0512 0.7617 -0.6711
N 2.4961 -0.2026 2.1324
N 2.2154 1.6154 0.3194
O 2.6397 2.6441 0.0045
O 3.1528 0.8493 1.7244
H 0.8859 -1.3436 2.0359
H 0.2189 -1.3226 -0.5119
H 0.2457 -0.8136 -2.3222
H -1.1264 -0.9735 -1.4329
H -1.2604 0.2020 0.8934
H -1.9955 0.8906 -0.6321
H -1.1415 1.9956 0.5557
H 0.1834 1.5803 -1.4499
H 2.9848 -0.5586 3.0733
```

ΔE to the lowest compared entry with this formula, charge and spin = 256.9 kcal per mole
total charge = +1

Formula: C2H8NS2
Source: the Open Molecules 2025 dataset
Level of theory: wB97M-V/def2-TZVPD

The geometry in XYZ format:
```
13
C2H8NS2, DFT wB97M-V/def2-TZVPD
N -0.5179 1.1083 1.2960
C -1.1121 0.2878 0.0877
C -0.1854 -0.7688 -0.4146
S 1.2093 0.1799 -1.1785
S 2.0667 -1.5810 -1.9091
H -0.9265 1.9887 1.5239
H 0.5219 1.4384 1.0590
H -0.5727 0.5143 2.0560
H -1.2280 1.0479 -0.6261
H -2.0813 -0.0863 0.5251
H 0.2888 -1.4162 0.3742
H -0.7520 -1.2916 -1.3249
H 3.2891 -1.4215 -1.4686
```

SMILES = [NH3+]CCSS
ΔE to the lowest compared entry with this formula, charge and spin = 19.5 kcal per mole
total charge = +1

Formula: H8Na5O5
Source: the Open Molecules 2025 dataset
Level of theory: wB97M-V/def2-TZVPD

The geometry in XYZ format:
```
18
H8Na5O5, DFT wB97M-V/def2-TZVPD
Na -0.7340 -1.4084 -3.0243
Na -0.0185 1.4946 -3.0424
Na 0.6510 -2.2460 -0.1210
Na -2.4160 -0.3508 -0.6340
Na 2.2118 -0.5183 -2.4588
O 0.0835 -0.1222 -0.9733
H 0.3934 0.0922 -0.0720
O -2.7290 1.0810 1.2078
H -1.7657 1.0125 1.3562
O 2.7176 -0.7029 0.1912
H 2.4328 -0.1982 0.9530
H 3.6106 -0.4016 0.0239
O -0.2889 2.4768 0.2484
H -0.1239 1.7046 -0.2928
H -1.1444 2.3133 0.6452
O -1.0245 -1.5385 1.6348
H -1.4085 -0.7716 2.0598
H -0.4473 -1.9167 2.2982
```

ΔE to the lowest compared entry with this formula, charge and spin = 101.6 kcal per mole
total charge = +3

Formula: C5H7NO2
Source: the Open Molecules 2025 dataset
Level of theory: wB97M-V/def2-TZVPD

The geometry in XYZ format:
```
15
C5H7NO2, DFT wB97M-V/def2-TZVPD
C -0.5022 1.1373 2.5776
C 0.0972 0.7099 1.5907
C 0.3984 0.0098 0.2967
O 1.8038 -0.1466 -0.0431
C -0.4079 0.2654 -1.1570
N 0.4792 0.7146 -2.2146
C -0.3154 -1.0485 -0.3320
O -1.5634 -1.3563 0.2000
H -0.7713 1.5266 3.4945
H 1.7256 0.3621 -1.0127
H -1.4193 0.5052 -1.0233
H -0.1299 1.6729 -2.4707
H 0.6459 -0.0653 -3.0361
H 0.3592 -1.8976 -0.7329
H -1.3083 -1.5261 1.1724
```

SMILES = C#C[C@]1(O)[C@@H](N)[C@@H]1O
ΔE to the lowest compared entry with this formula, charge and spin = 128.6 kcal per mole
total charge = 0

Formula: C24H64O6S6
Source: the Open Molecules 2025 dataset
Level of theory: wB97M-V/def2-TZVPD

The geometry in XYZ format:
```
100
C24H64O6S6, DFT wB97M-V/def2-TZVPD
C -3.7182 -3.7407 7.2480
S -2.3989 -4.5514 6.1637
O -2.9292 -5.0223 4.7832
C -1.2178 -3.1022 6.1105
H -4.4927 -4.4251 7.5940
H -4.2658 -3.0429 6.6145
H -3.3833 -3.0772 8.0453
H -1.8215 -2.2498 5.7991
H -0.5000 -3.2572 5.3050
H -0.8019 -2.9111 7.0998
C -3.6284 -4.9075 0.0490
S -5.2441 -5.7712 -0.4162
O -4.9440 -7.2270 -0.7120
C -5.7562 -5.7798 1.3673
H -4.0491 -4.0399 0.5574
H -3.0739 -4.8033 -0.8836
H -2.9992 -5.4732 0.7361
H -6.7825 -6.1023 1.1919
H -5.8124 -4.7223 1.6254
H -5.1310 -6.4075 2.0023
C -4.6210 -4.1370 -5.9600
S -4.5601 -2.3076 -5.9548
O -4.3785 -1.9156 -4.4885
C -2.9273 -1.9941 -6.8648
H -4.7179 -4.5670 -4.9632
H -3.6682 -4.4516 -6.3859
H -5.4544 -4.4901 -6.5674
H -2.5006 -1.0578 -6.5052
H -3.1495 -1.9511 -7.9311
H -2.0996 -2.6901 -6.7284
C 3.6961 0.3624 -9.3961
S 3.0218 1.5873 -8.2469
O 2.8826 2.9243 -8.9221
C 1.3569 0.8603 -8.0328
H 3.6479 -0.6536 -9.0042
H 4.7365 0.5021 -9.6895
H 3.0055 0.2479 -10.2317
H 1.4344 -0.2244 -7.9578
H 0.8285 1.2747 -8.8913
H 1.0241 1.2588 -7.0744
C -2.8588 2.4728 -3.6532
S -2.4760 3.3362 -2.0653
O -2.0611 4.7625 -2.2373
C -4.1277 3.3558 -1.2469
H -3.3217 1.4993 -3.4914
H -1.9383 2.2969 -4.2098
H -3.5469 3.0866 -4.2344
H -4.0609 3.6876 -0.2108
H -4.5138 2.3747 -0.9703
H -4.8384 4.0403 -1.7101
C 0.1637 5.3578 2.0643
S -1.1506 6.0700 3.0712
O -0.4082 7.0565 3.8967
C -1.9042 7.0877 1.7758
H -0.2586 5.0588 1.1050
H 0.4543 4.4434 2.5816
H 0.9920 6.0558 1.9426
H -1.1392 7.6810 1.2749
H -2.7115 7.7168 2.1508
H -2.3064 6.4220 1.0121
C 1.2866 0.0791 1.6346
C 1.1831 -0.0994 0.1406
C 0.0900 -1.0197 -0.3999
C -0.0686 -1.3001 -1.9354
C 1.0585 -2.2464 -2.4434
C 1.0438 -3.7316 -2.0302
H 2.1827 0.6358 1.9089
H 1.1754 -0.8478 2.1971
H 0.4046 0.5025 2.1151
H 1.0336 0.8816 -0.3103
H 2.1836 -0.3657 -0.2001
H -0.8343 -0.5316 -0.0910
H 0.0905 -1.9633 0.1458
H -1.0393 -1.7495 -2.1449
H -0.0358 -0.3754 -2.5115
H 1.1196 -2.2688 -3.5315
H 1.9944 -1.7578 -2.1724
H 0.3909 -4.3036 -2.6895
H 1.9435 -4.3457 -1.9934
H 0.6344 -3.7842 -1.0214
C 5.4325 -0.5961 5.4673
C 5.5889 0.8297 6.1188
C 5.8872 1.9771 5.1301
C 5.4655 3.4178 5.6264
C 5.7216 4.5233 4.5185
C 5.4817 4.1597 3.0749
H 6.4132 -0.7877 5.0319
H 4.7703 -0.4646 4.6115
H 5.0658 -1.4220 6.0767
H 4.5772 0.9130 6.5159
H 6.2918 0.9066 6.9483
H 5.2867 1.8734 4.2264
H 6.9454 1.9902 4.8691
H 4.3948 3.4270 5.8304
H 5.9473 3.7446 6.5479
H 5.0836 5.3681 4.7781
H 6.7409 4.9001 4.6031
H 4.6231 3.5121 2.8970
H 5.5814 5.0059 2.3953
H 6.2688 3.4866 2.7352
```

calculated total energy = -3793.04144 Eh
total charge = 0

Formula: C6H15N
Source: the Open Molecules 2025 dataset
Level of theory: wB97M-V/def2-TZVPD

The geometry in XYZ format:
```
22
C6H15N, DFT wB97M-V/def2-TZVPD
C 2.2628 0.4527 0.6351
C 1.7901 -0.8066 -0.0687
C 1.1157 -0.5963 -1.4404
C -0.1027 0.4668 -1.4823
N -1.2491 0.0870 -0.6869
C -1.3666 0.3868 0.7101
C -2.6628 -0.1227 1.3010
H 3.2060 0.8575 0.2474
H 2.3869 0.1590 1.6906
H 1.4881 1.2071 0.5723
H 1.0121 -1.2520 0.5527
H 2.5758 -1.5791 -0.0438
H 0.6036 -1.5188 -1.6395
H 1.8184 -0.1518 -2.1432
H 0.3283 1.4449 -1.2683
H -0.4336 0.3776 -2.5133
H -2.0928 -0.0720 -1.1865
H -1.2990 1.4699 0.8923
H -0.5234 0.0234 1.3057
H -2.6971 -1.2143 1.2264
H -2.5898 0.0208 2.3923
H -3.5709 0.3603 0.9467
```

SMILES = CCCCNCC
ΔE to the lowest compared entry with this formula, charge and spin = 26.1 kcal per mole
total charge = 0